1.
Entry from OMol25: 2 unconnected molecules or ions with the total composition C4H9N2 in a non-equilibrium geometry (ωB97M-V/def2-TZVPD).

```
15
Properties=species:S:1:pos:R:3
C 0.5152 -2.3521 0.7615
C 0.4077 -1.4387 -0.1223
C -1.6589 0.8912 -0.3330
C 0.7698 -0.4049 -0.8370
N 1.1990 0.8155 -0.1182
N -1.6569 2.0340 0.2399
H -0.3057 -2.8114 1.2635
H -2.0605 -0.0373 0.0692
H -1.4081 0.8161 -1.3859
H 0.6861 -0.2813 -1.8721
H 1.4349 -2.6905 0.9522
H 0.3847 1.3684 0.0621
H -1.8471 2.1121 1.2491
H 1.6829 0.6111 0.7522
H 1.8568 1.3677 -0.6812
```

Strongest force on any atom   3.9 eV/A
Net charge   +1
E_LUMO   -0.1360 Eh
HOMO level   -14.153 eV

Löwdin population analysis, charges in e, atoms 1 to 2: 0.1082 -0.0427


2.
Entry from OMol25: a gas-phase ion, C4H9N2 (charge +1) in a non-equilibrium geometry (ωB97M-V/def2-TZVPD).

```
15
Properties=species:S:1:pos:R:3
C -1.5345 -1.4770 -0.8233
N -0.8544 -0.2483 -1.3042
C -0.1534 0.4732 -0.5295
C 0.5124 1.6704 -0.2115
N 0.2819 0.8648 0.9871
C 1.3014 0.0675 1.6395
H -2.1514 -1.4616 0.1196
H -0.7923 -2.2046 -0.7579
H -2.1822 -1.7576 -1.5495
H -0.8532 0.0379 -2.2709
H 1.5062 1.8404 -0.6264
H 0.1954 2.7371 -0.3020
H 0.8506 -0.3921 2.5275
H 1.7930 -0.7341 1.0434
H 2.0806 0.5841 2.0580
```

Strongest force on any atom   4.6 eV/A
Net charge   +1
Structure (SMILES)   C/[NH+]=C1/CN1C
E_LUMO   -0.1710 Eh
HOMO level   -14.679 eV

Löwdin population analysis, charges in e, atoms 1 to 2: 0.0337 0.1277


3.
Entry from OMol25: a gas-phase ion, C4H9N2 (charge +1) in a non-equilibrium geometry (ωB97M-V/def2-TZVPD).

```
15
Properties=species:S:1:pos:R:3
C 0.8472 -0.7429 0.1439
C -0.3647 0.1519 0.0161
C -1.6486 -0.1961 -0.3294
C 1.5883 1.3615 0.0909
N -2.7095 0.5830 0.0977
N 2.0161 0.0285 -0.2779
H 1.0413 -1.0803 1.0968
H 0.8112 -1.6009 -0.5333
H -0.1860 1.1272 0.4740
H -1.8816 -1.1800 -0.5051
H 1.7372 1.4084 1.1948
H -3.5577 0.3317 -0.4191
H -2.6666 1.6047 0.1553
H 2.9938 -0.1844 0.1348
H 2.1548 0.0167 -1.3478
```

Strongest force on any atom   5.2 eV/A
Net charge   +1
E_LUMO   -0.1973 Eh
HOMO level   -12.657 eV

Löwdin population analysis, charges in e, atoms 1 to 2: -0.1577 -0.1223


4.
Entry from OMol25: a molecular structure, C4H9N2 in a non-equilibrium geometry (ωB97M-V/def2-TZVPD).

```
15
Properties=species:S:1:pos:R:3
C -1.2763 -0.8008 0.1895
C -0.4121 0.4365 0.3676
C 0.6073 -0.3869 -0.2990
C 0.7876 -0.2025 -1.8341
N -0.3530 -1.6079 -0.1351
N -0.1138 0.7696 1.8073
H -2.3229 -0.9881 0.2211
H -0.7264 1.3199 -0.2372
H 1.6415 -0.6502 0.2188
H 1.8071 -0.5581 -2.2544
H 0.7161 0.9600 -1.9868
H -0.1190 -0.6272 -2.3777
H 0.2746 -0.1964 2.1629
H -0.9966 0.8580 2.3037
H 0.4859 1.6741 1.8534
```

Strongest force on any atom   5.5 eV/A
Net charge   +1
E_LUMO   -0.1552 Eh
HOMO level   -14.445 eV

Löwdin population analysis, charges in e, atoms 1 to 2: -0.1025 -0.2771


5.
Entry from OMol25: 2 unconnected molecules or ions with the total composition C4H9N2 in a non-equilibrium geometry (ωB97M-V/def2-TZVPD).

```
15
Properties=species:S:1:pos:R:3
C -2.8393 -0.4981 -0.1992
C -2.1569 0.5022 0.2318
C 0.0062 0.5157 0.0720
C 2.0726 -0.7091 0.0212
N 0.4921 1.7208 -0.1210
N 0.6538 -0.5654 0.0901
H -3.8831 -0.4662 -0.0201
H -2.5070 -1.4382 -0.7804
H -2.4406 1.5050 0.7462
H 2.3781 -0.6959 -1.0529
H 2.3466 -1.6932 0.2767
H 2.4816 0.1350 0.5110
H -0.0774 2.6055 0.0361
H 1.4519 1.8343 0.0027
H 0.0684 -1.3298 0.3184
```

Strongest force on any atom   6.5 eV/A
Net charge   +1
E_LUMO   -0.1313 Eh
HOMO level   -15.054 eV

Löwdin population analysis, charges in e, atoms 1 to 2: -0.0378 0.0409


6.
Entry from OMol25: a molecular structure, C4H9N2 in a non-equilibrium geometry (ωB97M-V/def2-TZVPD).

```
15
Properties=species:S:1:pos:R:3
C -0.3048 0.7299 -1.7799
C 0.8614 0.6557 -0.2152
C 0.9122 -2.0696 0.8265
C -1.6553 1.3339 0.3283
N -0.5394 0.7454 -0.4149
N 1.0127 0.5590 -1.6145
H -0.9333 0.8454 -2.6633
H 1.4904 1.3317 0.2137
H 0.7859 -2.3301 -0.1875
H 0.0374 -1.7748 1.3721
H 1.8194 -2.4296 1.2494
H -2.5286 0.9974 -0.2400
H -1.6565 1.1339 1.3887
H -1.6193 2.4718 0.1493
H 1.8371 0.5680 -2.1015
```

Strongest force on any atom   3.2 eV/A
Net charge   +1
E_LUMO (alpha / beta)   -0.2120 / -0.1535 Eh
HOMO level (alpha / beta)   -12.878 / -13.988 eV

Löwdin population analysis, charges in e, atoms 1 to 2: 0.0328 0.0086


7.
Entry from OMol25: a gas-phase ion, C4H9N2 (charge +1) in a non-equilibrium geometry (ωB97M-V/def2-TZVPD).

```
15
Properties=species:S:1:pos:R:3
C 1.0946 0.5109 -1.1671
C -0.1749 0.0022 -1.2000
N -0.9541 -0.1020 -2.2880
N -0.4648 -0.4899 0.0236
C -0.1803 0.2791 1.0409
C 0.0325 -0.2041 2.4165
H 1.8743 0.0870 -0.5046
H 1.6894 1.0286 -1.9339
H -0.6030 0.3864 -3.0892
H -1.9522 -0.2227 -2.2955
H -0.9315 -1.4444 0.3064
H 0.3040 1.2140 0.7848
H -0.9460 -0.1985 2.9388
H 0.8960 0.3920 2.8555
H 0.3161 -1.2386 2.1117
```

Strongest force on any atom   5.8 eV/A
Net charge   +1
Structure (SMILES)   C=C(N)/[NH+]=C/C
E_LUMO   -0.1805 Eh
HOMO level   -12.988 eV

Löwdin population analysis, charges in e, atoms 1 to 2: 0.0806 -0.4483


8.
Entry from OMol25: 2 unconnected molecules or ions with the total composition C4H9N2 in a non-equilibrium geometry (ωB97M-V/def2-TZVPD).

```
15
Properties=species:S:1:pos:R:3
C -1.2409 -0.7154 -0.1930
C 0.7991 0.0175 0.5115
C 1.3871 -1.2623 -0.0344
C 0.2218 0.9153 -0.3371
N -2.3554 -0.6043 0.2310
N -0.3486 2.0296 0.0263
H -0.7252 -1.2927 -1.0103
H 1.0601 -2.2938 0.4663
H 2.4819 -1.1640 0.0600
H 1.3065 -1.4533 -1.1320
H 0.2984 0.6587 -1.3611
H 0.8164 0.1347 1.6196
H -0.3078 2.5564 0.8723
H -2.8146 -0.1657 1.0167
H -0.5790 2.6392 -0.7358
```

Strongest force on any atom   3.2 eV/A
Net charge   +1
E_LUMO   -0.1576 Eh
HOMO level   -13.408 eV

Löwdin population analysis, charges in e, atoms 1 to 2: 0.0086 -0.1195


9.
Entry from OMol25: a molecular structure, C4H9N2 in a non-equilibrium geometry (ωB97M-V/def2-TZVPD).

```
15
Properties=species:S:1:pos:R:3
C 1.1748 -0.8496 -0.8195
C 0.5354 0.3193 1.1573
C -0.1015 -1.1726 -0.0988
C -0.7723 0.0820 0.4370
N 1.2040 -0.8750 0.6190
N -1.1405 1.0568 -0.5653
H 1.8656 -1.5080 -1.3452
H 1.2789 0.1800 -1.2755
H 1.1567 1.2649 1.0263
H 0.3569 0.3125 2.2401
H -0.6280 -2.1147 0.0391
H -1.5358 -0.2154 1.0436
H -1.4992 1.9759 -0.1328
H -1.7641 0.5327 -1.2245
H -0.1310 1.0111 -1.1008
```

Strongest force on any atom   3.5 eV/A
Net charge   +1
E_LUMO   -0.1467 Eh
HOMO level   -14.175 eV

Löwdin population analysis, charges in e, atoms 1 to 2: -0.0809 -0.1320


10.
Entry from OMol25: a gas-phase ion, C4H9N2 (charge +1) in a non-equilibrium geometry (ωB97M-V/def2-TZVPD).

```
15
Properties=species:S:1:pos:R:3
H -0.3526 -2.5163 -0.4135
N -0.4425 -1.5464 -0.0736
C 0.4533 -0.8578 -0.5573
C 1.6993 -1.2150 -1.3686
N 0.2362 0.4839 -0.0755
C -0.9532 0.6155 0.4847
C -1.2241 1.7158 1.3464
H 1.8335 -2.2570 -1.1995
H 2.4575 -0.7501 -0.7882
H 1.4164 -0.9346 -2.2926
H 0.9219 1.2396 -0.0188
H -1.8833 0.1361 0.2184
H -0.3594 2.3725 1.4640
H -1.6314 1.2853 2.2676
H -2.1718 2.2285 1.0067
```

Strongest force on any atom   4.9 eV/A
Net charge   +1
Structure (SMILES)   [H]/N=C(C)/[NH+]=C/C
E_LUMO   -0.1895 Eh
HOMO level   -15.281 eV

Löwdin population analysis, charges in e, atoms 1 to 2: 0.1197 0.1708